19
Properties=species:S:1:pos:R:3:forces:R:3 method="wB97M-V/def2-TZVPD" e_homo_ev=-8.74 relative_energy_ev=3.155 max_force_ev_per_a=5.0 lumo_energy_ha=0.035
C -1.04291 -0.40106 -0.44013 0.4 0.3 0.4
C -1.95962 0.02918 0.70723 0.0 -0.1 -0.2
C 2.44347 1.07412 0.57292 -2.7 2.3 -1.0
C 0.42110 -0.22283 0.03574 -0.5 0.4 -0.6
N -1.36472 0.36591 -1.63004 -0.1 -0.2 0.1
N 1.14690 -1.25438 0.47435 2.1 3.0 0.5
O -1.19522 -1.77418 -0.73812 -0.1 -0.1 -0.1
N 0.87537 0.97548 -0.01777 2.8 0.0 0.8
H -1.99002 -1.83908 -1.28313 0.0 0.0 0.1
H -0.69060 0.16413 -2.36210 0.0 0.0 0.1
H -1.28609 1.35474 -1.42409 0.0 0.0 0.0
H 2.14572 -0.57073 0.71903 -2.8 -4.1 -0.5
H 0.69199 -2.15437 0.39759 1.0 -0.3 0.3
H -1.76686 -0.59279 1.58073 0.0 0.0 0.0
H -1.76600 1.07085 0.96160 0.0 0.0 0.0
H -2.99874 -0.08847 0.39637 0.0 0.0 0.0
H 2.54849 2.11249 0.25825 0.3 0.1 0.3
H 3.34915 0.63833 0.12766 -0.6 -0.8 -0.1
H 2.43859 1.11265 1.66391 0.1 -0.4 0.0